(1)
DFT (ωB97M-V/def2-TZVPD) results for C3H7NO in the gas phase at a distorted geometry.

Last columns: bonded neighbours and bond lengths (Å).
Element x y z (Å)
1 O 1.279 -0.979 -0.113  C5 1.403, H6 0.975
2 N -0.668 -0.518 -1.318  C5 1.420, H7 1.026, H8 1.016
3 C -0.538 0.226 1.124  C4 1.517, C5 1.518, H9 1.100, H10 1.075
4 C 0.280 1.210 0.309  C3 1.517, C5 1.498, H11 1.109, H12 1.082
5 C 0.116 -0.197 -0.179  O1 1.403, N2 1.420, C3 1.518, C4 1.498
6 H 1.053 -1.853 0.255  O1 0.975
7 H -0.647 -1.529 -1.489  N2 1.026
8 H -0.260 -0.058 -2.128  N2 1.016
9 H -1.637 0.256 1.101  C3 1.100
10 H -0.075 -0.045 2.055  C3 1.075
11 H 1.293 1.497 0.655  C4 1.109
12 H -0.195 1.990 -0.272  C4 1.082

Computed properties:
* SMILES: NC1(O)CC1
* 2S+1: 1
* LUMO energy: 0.9 eV
* HOMO level: -0.347 Ha

=====

(2)
DFT (ωB97M-V/def2-TZVPD) results for C3H7NO in the gas phase at a distorted geometry.

Last columns: bonded neighbours and bond lengths (Å).
Element x y z (Å)
1 C 1.058 0.065 -1.306  C2 1.702, H6 1.111, H7 1.077, H8 1.119
2 C 0.506 0.779 0.138  C1 1.702, N3 1.455, H9 1.102, H10 1.058
3 N -0.570 0.122 0.863  C2 1.455, C4 1.363, H11 1.015
4 C -0.417 -1.090 1.468  N3 1.363, O5 1.213, H12 1.110
5 O 0.656 -1.616 1.677  C4 1.213
6 H 1.727 0.731 -1.892  C1 1.111
7 H 0.195 -0.217 -1.885  C1 1.077
8 H 1.677 -0.851 -1.130  C1 1.119
9 H 0.236 1.845 0.060  C2 1.102
10 H 1.498 0.500 0.376  C2 1.058
11 H -1.523 0.404 0.659  N3 1.015
12 H -1.382 -1.568 1.735  C4 1.110

Computed properties:
* SMILES: CCNC=O
* 2S+1: 1
* LUMO energy: 0.9 eV
* HOMO level: -0.346 Ha

=====

(3)
DFT (ωB97M-V/def2-TZVPD) results for C3H7NO in the gas phase at a distorted geometry.

Last columns: bonded neighbours and bond lengths (Å).
Element x y z (Å)
1 C -0.884 -0.535 1.147  C2 1.512, H6 1.087, H7 1.096, H8 1.088
2 C 0.402 -0.601 0.354  C1 1.512, C3 1.537, H9 1.095, H10 1.091
3 C 0.668 0.761 -0.308  C2 1.537, N4 1.356, O5 1.210
4 N 0.614 0.745 -1.662  C3 1.356, H11 1.005, H12 1.012
5 O 0.697 1.770 0.359  C3 1.210
6 H -0.875 0.198 1.948  C1 1.087
7 H -1.669 -0.172 0.473  C1 1.096
8 H -1.192 -1.506 1.531  C1 1.088
9 H 0.273 -1.332 -0.450  C2 1.095
10 H 1.301 -0.927 0.878  C2 1.091
11 H 0.151 -0.024 -2.114  N4 1.005
12 H 0.515 1.623 -2.155  N4 1.012

Computed properties:
* SMILES: CCC(N)=O
* 2S+1: 1
* LUMO energy: 0.9 eV
* HOMO level: -0.357 Ha

=====

(4)
DFT (ωB97M-V/def2-TZVPD) results for 2 unconnected molecules or ions with the total composition C3H7NO.

Last columns: bonded neighbours and bond lengths (Å).
Element x y z (Å)
1 C -1.868 0.205 -1.113  O2 1.429, H6 1.095, H7 1.095, H8 1.091
2 O -1.308 -1.018 -0.630  C1 1.429, C3 1.327
3 C -0.133 -0.991 -0.013  O2 1.327, N4 1.269
4 N 0.495 0.100 0.148  C3 1.269, C5 1.264
5 C 1.355 0.953 0.512  N4 1.264, H11 1.089, H12 1.090
6 H -2.028 0.906 -0.288  C1 1.095
7 H -1.206 0.660 -1.858  C1 1.095
8 H -2.822 -0.060 -1.570  C1 1.091
9 H 1.718 -1.884 1.243  H10 0.749
10 H 2.346 -1.655 1.581  H9 0.749
11 H 2.178 1.224 -0.148  C5 1.089
12 H 1.281 1.433 1.487  C5 1.090

Computed properties:
* 2S+1: 1
* LUMO energy (spin up / spin down): 0.7 / 0.7 eV
* HOMO level (spin up / spin down): -0.312 / -0.312 Ha

=====

(5)
DFT (ωB97M-V/def2-TZVPD) results for C3H7NO in the gas phase at a distorted geometry.

Last columns: bonded neighbours and bond lengths (Å).
Element x y z (Å)
1 C 1.029 0.539 -0.072  C2 1.393, H5 1.056, H6 1.258, O12 1.549
2 C -0.357 0.440 -0.178  C1 1.393, C3 1.489, H7 1.068, N11 1.622
3 C -1.406 -0.191 0.667  C2 1.489, H8 1.105, H9 1.102, N11 1.421
4 H 2.529 -0.873 -0.268  O12 0.950
5 H 1.224 0.682 -1.100  C1 1.056
6 H 1.519 1.518 0.548  C1 1.258
7 H -0.812 1.270 -0.673  C2 1.068
8 H -0.950 -1.051 1.189  C3 1.105
9 H -2.152 0.451 1.165  C3 1.102
10 H -0.841 -1.317 -0.765  N11 0.939
11 N -1.470 -0.625 -0.685  C2 1.622, C3 1.421, H10 0.939
12 O 1.687 -0.843 0.170  C1 1.549, H4 0.950

Computed properties:
* SMILES: OC[C@@H]1CN1
* 2S+1: 1
* LUMO energy: 0.8 eV
* HOMO level: -0.349 Ha

=====

(6)
DFT (ωB97M-V/def2-TZVPD) results for 2 unconnected molecules or ions with the total composition C3H7NO.

Last columns: bonded neighbours and bond lengths (Å).
Element x y z (Å)
1 O -1.481 -0.391 -2.601  C2 1.196
2 C -1.771 0.618 -2.028  O1 1.196, H3 1.102, H4 1.104
3 H -2.628 0.684 -1.339  C2 1.102
4 H -1.197 1.549 -2.177  C2 1.104
5 C 0.402 -1.401 0.776  C6 1.335, H8 1.086, H9 1.076
6 C 0.502 -0.076 0.909  C5 1.335, N7 1.374, H10 1.081
7 N 1.663 0.612 1.166  C6 1.374, H11 1.005, H12 1.003
8 H 1.263 -2.033 0.972  C5 1.086
9 H -0.571 -1.833 0.620  C5 1.076
10 H -0.367 0.562 0.829  C6 1.081
11 H 2.492 0.126 1.463  N7 1.005
12 H 1.693 1.584 1.411  N7 1.003

Computed properties:
* SMILES: C=CN.C=O
* 2S+1: 1
* LUMO energy: 0.9 eV
* HOMO level: -0.298 Ha

=====

Energy relative to the best compared isomer or geometry (same formula, charge and spin) list, top to bottom, in eV: 1.7498; 1.6826; 0.2059; 4.5980; 4.5474; 2.3519